(a)
19
Properties=species:S:1:pos:R:3:mulliken_charge:R:1 method="wB97M-V/def2-TZVPD" total_charge=+1 lumo_energy_ev=-3.1 e_homo_ha=-0.5103
H 0.4142 -2.2819 1.2669 0.28
H 2.4784 0.5584 -1.2598 0.41
H -1.7742 2.3295 0.3260 0.27
H 0.0566 -1.7281 -1.3884 0.33
H 0.8840 -0.8407 1.7158 0.23
H -0.6868 -0.1261 -1.5868 0.44
C -0.7502 -1.0065 -1.1214 -1.46
H -1.4152 -1.2722 0.8018 0.47
H 2.8152 1.4174 0.3175 0.37
C -0.6943 0.7946 0.6451 -0.15
N 0.6282 -1.3694 0.8877 -0.75
N 2.0315 0.7900 -0.2441 -0.29
N -1.7747 1.3673 0.1985 -0.24
H -1.6361 -1.3893 -1.5090 0.45
O 0.8343 1.4766 -0.3518 -0.51
H 1.7609 -0.2374 -0.0133 0.37
H -2.4450 0.9274 -0.4014 0.25
H -0.0956 1.2970 1.3722 0.35
C -0.6313 -0.7066 0.3445 0.18

***

(b)
19
Properties=species:S:1:pos:R:3:mulliken_charge:R:1 method="wB97M-V/def2-TZVPD" total_charge=+1 lumo_energy_ev=-2.9 e_homo_ha=-0.5056
H -3.3291 -0.4438 0.1435 0.42
H 0.1604 1.6329 0.1067 0.23
N 3.8012 0.4018 0.0386 -0.35
H -2.7089 0.2954 -1.3642 0.28
H -0.9877 -1.9822 -0.5525 0.32
H 3.9467 1.3628 0.2553 0.26
H 4.0348 0.0439 -0.8463 0.26
C -2.5583 0.2119 -0.1817 -1.20
N -0.5566 -1.3830 0.1705 -0.24
O 2.0056 -0.8957 -0.2578 -0.73
C -1.1395 0.0126 0.2995 0.23
H -2.9630 1.1921 0.2753 0.31
H 2.0851 0.4282 1.1629 0.33
H -0.0792 0.6126 -1.3299 0.21
H -0.5085 -2.0226 0.9400 0.37
H -1.1052 0.1837 1.4092 0.30
H 0.5182 -1.1218 0.0418 0.29
N -0.0241 0.7604 -0.2998 -0.53
C 2.6507 -0.0327 0.3691 0.22

***

(c)
19
Properties=species:S:1:pos:R:3:mulliken_charge:R:1 method="wB97M-V/def2-TZVPD" total_charge=+1 lumo_energy_ev=-2.8 e_homo_ha=-0.5332
H -0.5370 -1.0420 -0.2762 0.25
H -1.4880 3.6931 -0.3944 0.31
C -1.6263 2.6884 0.0005 -0.84
H 2.0213 -1.7978 -0.7587 0.27
H 0.3408 2.7518 0.6746 0.23
O 0.4087 -2.5352 0.2775 -0.61
H -2.1688 2.7562 0.9331 0.31
H 0.9679 -0.5700 1.4250 0.26
H 1.5358 1.0138 1.5049 0.19
H -2.2098 2.1320 -0.7191 0.31
H -0.0219 -3.3930 0.3693 0.30
H 0.9265 -2.8820 -1.7256 0.28
N -0.6977 -0.0491 -0.4933 -0.27
H 2.0318 -3.5537 -0.5267 0.32
C -0.0467 0.8154 0.2596 0.65
N 0.9715 0.3477 1.0006 -0.37
H -1.5344 0.1959 -0.9927 0.20
N -0.2907 2.1229 0.2087 -0.19
C 1.4169 -2.6943 -0.7670 -0.60

***

(d)
19
Properties=species:S:1:pos:R:3:mulliken_charge:R:1 method="wB97M-V/def2-TZVPD" total_charge=+1 lumo_energy_ev=-2.9 e_homo_ha=-0.5026
H -1.0544 0.1085 -3.4030 0.40
N -0.3542 -1.1376 0.9525 -0.44
H 0.4642 -1.5802 1.4862 0.34
H 0.0996 0.5519 -0.0381 0.09
H 1.1364 -0.2857 -3.9948 0.22
H -1.2891 -1.3054 1.4880 0.35
H -2.0393 0.6128 0.6982 0.22
C 0.9588 0.6194 2.0281 -1.21
C -0.3337 -0.1920 -2.6836 0.06
H 1.6785 -0.5315 -2.3393 0.24
N 0.9313 -0.3544 -3.0320 -0.31
C -0.1310 0.3296 0.9993 0.75
H -1.3568 1.9154 1.4827 0.22
N -1.3926 0.9534 1.3672 -0.71
H 1.8573 0.8664 1.4776 0.36
H 1.1502 -0.3107 2.6602 0.31
H 0.8099 1.5225 2.6087 0.34
H -0.3976 -1.3319 -0.1889 0.48
O -0.7375 -0.4506 -1.5689 -0.68

***

Most stable to least stable: (c), (d), (b), (a)